Record 1
A molecular structure, C44H54N8OSTi. Source: the Open Molecules 2025 dataset; level of theory: ωB97M-V/def2-TZVPD.

Energy relative to the best compared isomer or geometry (same formula, charge and spin): 0.0 kJ/mol
LUMO (alpha / beta): -0.1 / -0.2 eV
Net charge: 0
Spin multiplicity: 3
Electronic energy: -94426.982 eV
HOMO level (alpha / beta): -5.133 / -6.699 eV

Each line ends with the Mulliken spin population.
Atoms and positions in Å:
Ti  0.628  1.277  -0.245  0.8581
C  -2.590  4.202  1.714  0.0010
C  -2.434  2.692  1.519  0.0361
C  -3.762  2.058  1.112  0.0049
C  -1.829  2.047  2.747  -0.0217
C  -2.615  1.880  3.882  -0.0007
C  -2.101  1.307  5.031  -0.0002
C  -0.785  0.881  5.048  -0.0008
C  0.035  1.030  3.936  0.0098
C  1.447  0.488  3.966  0.0003
C  2.277  1.091  5.098  0.0011
C  1.431  -1.038  4.035  0.0001
C  -0.485  1.637  2.779  0.0217
N  0.335  1.801  1.641  0.0305
C  1.309  2.796  1.651  -0.0254
C  2.394  2.716  0.831  0.0342
N  2.555  1.627  -0.036  -0.0733
C  3.800  1.564  -0.705  0.0486
C  3.825  1.548  -2.115  -0.0263
C  5.041  1.691  -2.772  -0.0004
C  6.229  1.799  -2.070  -0.0019
C  6.204  1.682  -0.695  0.0012
C  5.013  1.531  0.014  0.0015
C  5.158  1.174  1.492  0.0017
C  4.954  2.288  2.521  0.0041
C  4.355  -0.077  1.851  0.0001
C  2.584  1.235  -2.926  0.0432
C  2.388  -0.284  -2.951  0.0247
C  2.605  1.768  -4.357  0.0046
H  -3.008  4.668  0.817  -0.0006
H  -1.631  4.671  1.941  -0.0001
H  -3.266  4.417  2.544  0.0002
H  -1.725  2.540  0.701  -0.0077
H  -4.551  2.282  1.832  -0.0002
H  -3.678  0.972  1.039  0.0020
H  -4.084  2.447  0.144  0.0009
H  -3.650  2.201  3.864  -0.0001
H  -2.727  1.182  5.905  0.0000
H  -0.389  0.412  5.941  0.0003
H  1.913  0.777  3.026  -0.0021
H  1.848  0.864  6.077  -0.0001
H  2.337  2.176  5.005  0.0000
H  3.293  0.693  5.081  -0.0001
H  0.977  -1.384  4.967  0.0010
H  2.445  -1.439  3.987  -0.0006
H  0.854  -1.460  3.210  0.0056
H  1.164  3.652  2.308  0.0032
H  3.122  3.520  0.779  0.0093
H  5.063  1.711  -3.852  0.0000
H  7.166  1.925  -2.596  -0.0002
H  7.137  1.676  -0.143  -0.0001
H  6.213  0.895  1.579  -0.0001
H  3.902  2.515  2.678  -0.0015
H  5.465  3.205  2.223  0.0000
H  5.368  1.970  3.480  -0.0004
H  3.283  0.109  1.789  0.0169
H  4.592  -0.398  2.867  -0.0002
H  4.588  -0.898  1.170  0.0006
H  1.701  1.698  -2.469  -0.0198
H  1.555  -0.547  -3.603  -0.0069
H  2.198  -0.694  -1.954  0.0000
H  3.293  -0.762  -3.332  0.0015
H  3.328  1.234  -4.975  -0.0001
H  2.850  2.830  -4.389  0.0002
H  1.621  1.623  -4.805  -0.0007
S  -1.222  0.776  -3.817  0.0052
C  -1.763  -0.817  -3.905  -0.0072
N  -2.888  -1.112  -4.619  0.0043
C  -3.448  -2.350  -4.732  0.0028
C  -2.869  -3.415  -4.129  0.0027
C  -1.679  -3.190  -3.397  0.0065
C  -1.145  -1.936  -3.288  0.0087
H  -3.332  -0.322  -5.066  0.0002
H  -4.350  -2.404  -5.324  0.0004
H  -3.312  -4.397  -4.205  -0.0001
H  -1.202  -4.018  -2.892  0.0005
H  -0.263  -1.749  -2.696  0.0035
N  -3.964  -4.047  -0.689  0.0325
C  -4.356  -5.354  -0.890  0.0274
C  -5.569  -5.926  -1.239  -0.0120
C  -5.599  -7.307  -1.360  0.0407
C  -4.456  -8.082  -1.134  -0.0196
C  -3.250  -7.504  -0.782  0.0399
C  -3.197  -6.117  -0.657  -0.0155
N  -2.136  -5.297  -0.335  0.1266
C  -2.618  -4.067  -0.367  0.0208
C  -1.859  -2.874  -0.180  0.1664
C  -2.382  -1.572  -0.395  0.0225
C  -1.545  -0.504  -0.429  0.1116
N  -0.193  -0.570  -0.201  0.1986
C  0.292  -1.814  0.142  0.1887
C  -0.472  -2.937  0.138  0.0029
H  -4.532  -3.230  -0.806  -0.0021
H  -6.457  -5.330  -1.407  -0.0019
H  -6.526  -7.796  -1.629  0.0048
H  -4.520  -9.158  -1.235  0.0004
H  -2.365  -8.100  -0.605  0.0001
H  -3.432  -1.398  -0.597  0.0251
H  -1.938  0.480  -0.678  -0.0064
H  1.346  -1.843  0.394  0.0134
H  -0.026  -3.893  0.375  0.0183
N  -2.009  3.601  -2.113  0.0062
C  -0.856  3.844  -1.462  0.0085
N  -0.603  5.090  -1.004  0.0028
O  -0.020  2.944  -1.284  -0.0025
H  -2.581  4.361  -2.436  -0.0001
H  -2.068  2.720  -2.613  -0.0024
H  -1.337  5.772  -0.927  -0.0002
H  0.166  5.152  -0.355  0.0002



Record 2
2 unconnected molecules or ions with the total composition C4H14N2OS. Source: the Open Molecules 2025 dataset; level of theory: ωB97M-V/def2-TZVPD.

Energy relative to the best compared isomer or geometry (same formula, charge and spin): 195.6 kJ/mol
LUMO: 0.5 eV
Net charge: 0
Electronic energy: -20236.001 eV
HOMO level: -9.045 eV

Each line ends with the natural charge from an NBO analysis.
Atoms and positions in Å:
N  -1.525  -1.000  1.677  -0.8436
C  -0.157  -1.204  1.164  -0.2336
C  0.774  -0.046  0.739  -0.0733
N  1.036  0.936  1.920  -0.8548
C  0.486  0.703  -0.516  -0.4127
C  0.389  -0.140  -1.860  -0.5876
S  1.910  -0.890  -2.445  -0.0048
H  -2.182  -1.741  1.635  0.3683
H  -1.980  -0.273  1.218  0.3455
H  0.387  -1.747  2.009  0.1833
H  -0.125  -1.895  0.328  0.1701
H  1.868  -0.340  0.656  0.2211
H  0.249  1.642  1.939  0.3452
H  1.106  0.473  2.805  0.3642
H  1.325  1.474  -0.610  0.2272
H  -0.442  1.293  -0.445  0.1843
H  -0.192  0.599  -2.411  0.2387
H  -0.536  -0.774  -1.865  0.2262
H  2.112  0.147  -3.306  0.1355
O  -3.767  1.911  1.534  -0.9244
H  -4.393  2.551  1.613  0.4679
H  -3.154  2.104  0.941  0.4574



Record 3
2 unconnected molecules or ions with the total composition C4H11NO3. Source: the Open Molecules 2025 dataset; level of theory: ωB97M-V/def2-TZVPD.

Energy relative to the best compared isomer or geometry (same formula, charge and spin): 320.9 kJ/mol
LUMO: 0.9 eV
Net charge: 0
Electronic energy: -11956.784 eV
HOMO level: -9.600 eV

Each line ends with the natural charge from an NBO analysis.
Atoms and positions in Å:
O  0.713  0.676  -3.094  -0.6312
C  0.048  0.739  -2.070  0.4703
N  -1.257  0.335  -1.979  -0.3374
O  -1.880  -0.003  -3.203  -0.5468
H  0.423  1.166  -1.127  0.1517
H  -1.863  0.618  -1.219  0.3964
H  -1.157  0.138  -3.853  0.4924
C  -1.254  0.218  1.824  -0.6212
C  -0.036  -0.626  1.501  -0.0654
O  1.021  0.248  1.114  -0.5581
C  2.238  -0.454  0.883  -0.2539
H  -1.424  0.976  1.053  0.1959
H  -2.148  -0.405  1.915  0.2152
H  -1.106  0.755  2.767  0.2166
H  0.257  -1.223  2.372  0.1694
H  -0.265  -1.295  0.665  0.1650
H  2.061  -1.428  0.417  0.1723
H  2.774  -0.581  1.827  0.1731
H  2.854  0.147  0.208  0.1958



Record 4
A molecular structure, C34H25F6N2OP2S5Tc. Source: the Open Molecules 2025 dataset; level of theory: ωB97M-V/def2-TZVPD.

Energy relative to the best compared isomer or geometry (same formula, charge and spin): 8.1 kJ/mol
LUMO (alpha / beta): -1.8 / -2.6 eV
Net charge: 0
Spin multiplicity: 3
Electronic energy: -131955.548 eV
HOMO level (alpha / beta): -7.886 / -8.470 eV

Each line ends with the Mulliken spin population.
Atoms and positions in Å:
Tc  0.030  0.196  0.173  1.1361
O  -2.121  2.223  -0.242  0.0130
C  -1.869  1.099  -0.542  -0.0414
C  -2.750  0.288  -1.422  0.0100
C  -3.990  0.821  -1.774  0.0034
C  -4.800  0.151  -2.669  -0.0005
C  -4.355  -1.031  -3.249  0.0003
C  -3.127  -1.566  -2.896  -0.0046
C  -2.334  -0.936  -1.940  -0.0218
P  -0.734  -1.584  -1.340  0.0382
C  0.059  -2.103  -2.894  -0.0018
C  0.877  -3.228  -2.923  0.0000
C  1.477  -3.615  -4.111  0.0001
C  1.274  -2.882  -5.269  0.0001
C  0.478  -1.745  -5.240  0.0002
C  -0.129  -1.355  -4.059  0.0022
C  -1.111  -3.191  -0.547  0.0130
C  -2.078  -4.073  -1.024  0.0006
C  -2.271  -5.297  -0.403  -0.0024
C  -1.505  -5.657  0.697  0.0039
C  -0.532  -4.791  1.168  0.0055
C  -0.331  -3.570  0.542  -0.0177
H  -4.285  1.767  -1.339  -0.0002
H  -5.768  0.557  -2.934  -0.0003
H  -4.962  -1.534  -3.991  -0.0001
H  -2.772  -2.459  -3.392  -0.0001
H  1.051  -3.794  -2.017  -0.0005
H  2.108  -4.494  -4.128  0.0001
H  1.737  -3.193  -6.196  0.0000
H  0.330  -1.157  -6.137  0.0000
H  -0.759  -0.474  -4.042  0.0002
H  -2.698  -3.811  -1.868  0.0012
H  -3.021  -5.976  -0.788  0.0000
H  -1.663  -6.614  1.176  0.0002
H  0.080  -5.060  2.019  0.0007
H  0.461  -2.920  0.884  0.0106
S  -1.603  -2.122  7.093  0.0926
C  -1.259  -1.700  5.562  -0.0098
S  -2.495  -1.320  4.381  0.0068
C  -1.412  -0.979  3.063  0.1410
C  -0.068  -1.089  3.321  0.0923
S  1.112  -0.810  2.138  0.2861
S  0.368  -1.565  4.943  -0.0058
S  -2.004  -0.551  1.521  0.2252
C  -0.191  2.348  2.559  0.0054
N  0.222  2.025  1.197  -0.0921
C  0.631  3.018  0.459  0.0604
C  0.961  2.744  -0.873  -0.0214
C  1.558  3.460  -1.910  0.0728
C  1.733  2.558  -2.961  -0.0275
C  1.238  1.330  -2.534  0.0674
N  0.758  1.437  -1.279  -0.0572
C  0.943  2.830  3.446  0.0089
C  2.255  2.419  3.234  0.0096
C  3.265  2.847  4.085  0.0015
C  2.974  3.684  5.152  0.0003
C  1.668  4.102  5.361  0.0003
C  0.659  3.680  4.510  0.0002
H  -0.640  1.462  3.004  0.0082
H  -0.973  3.112  2.524  -0.0050
H  0.725  4.018  0.874  -0.0075
H  1.851  4.498  -1.872  0.0008
H  2.196  2.751  -3.915  0.0000
H  1.250  0.390  -3.058  0.0185
H  2.498  1.767  2.405  -0.0072
H  4.282  2.523  3.906  -0.0001
H  3.764  4.010  5.816  0.0001
H  1.434  4.763  6.186  0.0000
H  -0.361  4.012  4.672  0.0007
F  1.958  -0.917  -0.732  -0.0227
P  3.585  -1.399  -0.431  0.0026
F  3.601  -0.309  0.766  -0.0003
F  5.074  -1.848  -0.140  0.0000
F  2.985  -2.496  0.590  0.0036
F  4.039  -0.261  -1.462  0.0020
F  3.419  -2.443  -1.639  0.0003